Model one:
DFT (the ωB97M-V functional and the def2-TZVPD basis) results for C6H9NO in the gas phase.

```
17
Properties=species:S:1:pos:R:3:nbo_charge:R:1
C -2.146 -0.540 -0.741 -0.6781
C -0.861 -0.083 -0.114 0.1678
C -0.304 -1.090 0.868 -0.6357
C -0.248 1.126 -0.184 -0.3196
C 1.089 1.573 0.082 -0.0924
C 2.176 0.804 0.106 -0.1510
N 2.140 -0.496 -0.132 0.0474
O 3.209 -1.070 -0.239 -0.3146
H -3.024 -0.103 -0.360 0.2356
H -2.228 -1.558 -0.784 0.2249
H -2.370 -0.362 -1.826 0.2333
H -1.122 -1.205 1.577 0.2137
H 0.583 -0.761 1.314 0.2203
H -0.103 -2.059 0.234 0.2271
H -1.005 1.891 -0.576 0.2086
H 1.051 2.619 0.310 0.2227
H 3.160 1.316 0.466 0.1900
```

## Properties
LUMO energy (alpha / beta) in eV: -0.9 / -0.9
Spin multiplicity: 1
Gap between HOMO and LUMO (alpha / beta) in Eh: 0.282 / 0.281



Model two:
DFT (the ωB97M-V functional and the def2-TZVPD basis) results for a molecular structure, C6H9NO.

```
17
Properties=species:S:1:pos:R:3:nbo_charge:R:1
C 1.906 0.364 0.165 -0.2071
C 0.357 -0.803 -0.486 -0.0746
C 0.406 0.563 0.301 -0.2645
C -0.872 1.249 -0.050 -0.4224
C -1.790 -0.022 -0.237 0.0640
C -1.001 -1.223 -0.284 0.0122
H 2.298 0.724 -0.859 0.1783
H 2.465 0.870 0.942 0.1967
H 1.671 -1.437 1.075 0.3447
H 0.426 -0.543 -1.564 0.1964
H 0.358 0.413 1.379 0.2040
H -0.904 1.854 -0.985 0.2101
H -1.286 1.866 0.800 0.2276
H -2.821 0.191 -0.553 0.2090
H -1.460 -2.105 -0.753 0.2062
N 1.838 -1.116 0.122 -0.5790
O -1.590 -0.844 0.987 -0.5015
```

## Properties
LUMO energy in eV: 1.1
Spin multiplicity: 1
Gap between HOMO and LUMO in Eh: 0.384



Model three:
DFT (the ωB97M-V functional and the def2-TZVPD basis) results for a molecular structure, C6H9NO.

```
17
Properties=species:S:1:pos:R:3:nbo_charge:R:1
C -1.786 -0.067 1.651 -0.6379
C 1.232 -1.190 0.606 -0.6680
C -0.893 0.296 0.508 -0.2216
C 0.194 -0.365 -0.082 0.0841
N 1.526 0.385 -2.020 -0.8289
C 0.277 0.159 -1.410 -0.1369
C -0.947 1.382 -0.363 0.6139
O -1.181 2.535 -0.528 -0.5358
H 1.472 0.678 -2.984 0.3789
H 2.144 0.991 -1.498 0.3702
H -0.507 -0.113 -2.105 0.2195
H -2.640 -0.670 1.328 0.2221
H -2.174 0.826 2.143 0.2274
H -1.233 -0.652 2.388 0.2217
H 1.994 -0.558 1.075 0.2314
H 0.783 -1.794 1.396 0.2266
H 1.738 -1.842 -0.106 0.2334
```

## Properties
LUMO energy in eV: 0.8
Spin multiplicity: 1
Gap between HOMO and LUMO in Eh: 0.302



Which structure is the most stable? The one labeled model three.



Model one:
DFT (the ωB97M-V functional and the def2-TZVPD basis) results for a molecular structure, C6H9NO.

```
17
Properties=species:S:1:pos:R:3:nbo_charge:R:1
C 0.823 -1.830 0.639 -0.6431
C -0.201 -0.995 -0.170 -0.2325
C -0.803 0.273 0.490 0.0646
C -0.046 0.515 -0.622 0.0065
C 1.139 1.206 -0.050 0.0106
C 2.027 1.836 0.475 -0.2663
H 1.619 -1.803 -0.192 0.2265
H 1.238 -1.313 1.509 0.2232
H 0.402 -2.926 0.759 0.2291
H -0.900 -1.681 -0.814 0.2329
H -0.499 0.340 1.573 0.1936
H -2.858 0.008 1.253 0.4612
H -1.006 2.221 -1.711 0.3938
H -1.263 0.469 -2.282 0.3790
H 2.997 2.114 0.767 0.2339
N -0.525 1.189 -1.855 -0.8247
O -2.144 0.378 0.231 -0.6884
```

## Properties
LUMO energy in eV: 0.1
Spin multiplicity: 1
Gap between HOMO and LUMO in Eh: 0.317



Model two:
DFT (the ωB97M-V functional and the def2-TZVPD basis) results for a molecular structure, C6H9NO.

```
17
Properties=species:S:1:pos:R:3:nbo_charge:R:1
C 1.578 0.453 0.132 -0.4001
C 0.723 -0.867 0.478 -0.0929
C 0.465 0.505 -0.949 -0.0969
C -0.882 0.946 -0.286 0.0694
C -1.741 -0.318 0.008 -0.4184
C -0.619 -0.413 1.089 0.0630
H 2.606 0.225 -0.322 0.2062
H 1.481 1.251 0.805 0.2198
H 1.212 -1.690 0.989 0.2084
H 1.276 -1.306 -1.507 0.3541
H 0.743 1.076 -1.904 0.2026
H -1.342 1.905 -0.679 0.2000
H -2.598 0.027 0.602 0.2163
H -1.895 -1.128 -0.695 0.2313
H -0.823 -0.713 2.124 0.2017
N 0.486 -0.990 -1.021 -0.6312
O -0.670 1.038 1.135 -0.5333
```

## Properties
LUMO energy in eV: 1.0
Spin multiplicity: 1
Gap between HOMO and LUMO in Eh: 0.356



Model three:
DFT (the ωB97M-V functional and the def2-TZVPD basis) results for C6H9NO in the gas phase.

```
17
Properties=species:S:1:pos:R:3:nbo_charge:R:1
C 0.938 -1.601 -0.182 0.1015
C 1.949 -0.579 -0.120 -0.4878
C 1.445 0.877 0.325 -0.3865
C 0.043 1.185 -0.171 -0.4846
C -3.454 -0.029 0.017 -0.0848
C -0.800 -0.094 -0.041 0.4788
N -0.326 -1.365 -0.112 -0.4753
O -2.115 0.277 0.122 -0.4773
H 1.284 -2.699 -0.218 0.1782
H 2.733 -0.948 0.589 0.2267
H 2.518 -0.576 -0.992 0.2231
H 1.563 0.996 1.374 0.2067
H 2.250 1.514 -0.174 0.2053
H -0.469 2.046 0.379 0.2359
H 0.277 1.550 -1.170 0.2192
H -3.581 -1.113 -0.044 0.1462
H -4.253 0.560 0.418 0.1747
```

## Properties
LUMO energy (alpha / beta) in eV: 0.6 / 0.4
Spin multiplicity: 1
Gap between HOMO and LUMO (alpha / beta) in Eh: 0.279 / 0.298



Which structure is the most stable? The one labeled model two.



Model one:
DFT (the ωB97M-V functional and the def2-TZVPD basis) results for C6H9NO in the gas phase.

```
17
Properties=species:S:1:pos:R:3:nbo_charge:R:1
C 2.416 -1.234 -0.099 -0.3617
C 1.387 -0.386 -0.223 -0.2178
C 0.065 -0.401 0.383 -0.1064
C -0.734 0.839 0.540 -0.0325
C -0.253 2.061 -0.198 -0.6333
N -1.175 -0.237 -0.279 -0.4411
C -2.099 -1.127 -0.055 0.5268
O -3.273 -0.914 -0.276 -0.5616
H 2.764 -2.035 0.697 0.2100
H 3.177 -1.207 -0.868 0.1993
H 1.441 0.281 -1.119 0.2055
H -0.046 -1.307 1.110 0.1972
H -1.475 0.995 1.360 0.2236
H 0.559 2.402 0.501 0.2286
H -1.173 2.609 -0.416 0.2364
H 0.172 1.831 -1.197 0.2213
H -1.754 -2.169 0.140 0.1057
```

## Properties
LUMO energy in eV: 0.9
Spin multiplicity: 1
Gap between HOMO and LUMO in Eh: 0.385



Model two:
DFT (the ωB97M-V functional and the def2-TZVPD basis) results for a molecular structure, C6H9NO.

```
17
Properties=species:S:1:pos:R:3:nbo_charge:R:1
C 2.388 -0.693 -1.057 0.4975
C 0.537 -0.486 0.735 -0.0163
C -0.973 -1.036 0.841 -0.4327
C -1.660 -0.114 -0.190 -0.4254
C -0.910 1.180 -0.147 -0.4366
C 0.563 0.873 0.157 -0.0581
H 3.405 0.413 -1.155 0.1684
H 1.259 -0.568 1.535 0.2200
H -1.400 -0.382 1.694 0.2205
H -1.147 -2.148 1.014 0.2625
H -2.997 0.093 -0.391 0.2406
H -1.462 -0.107 -1.429 0.2340
H -0.992 1.873 -0.907 0.2246
H -1.347 2.008 0.612 0.1989
H 1.142 1.634 0.512 0.2108
N 1.181 -0.316 -0.576 -0.4641
O 2.414 -2.224 -1.248 -0.6446
```

## Properties
LUMO energy in eV: 0.1
Spin multiplicity: 1
Gap between HOMO and LUMO in Eh: 0.341



Which structure is the most stable? The one labeled model one.



Model one:
DFT (the ωB97M-V functional and the def2-TZVPD basis) results for C6H9NO in the gas phase.

```
17
Properties=species:S:1:pos:R:3:nbo_charge:R:1
O 0.486 2.092 0.100 -0.6492
C 1.067 1.029 -0.166 0.7135
C 2.425 0.139 0.070 -0.4668
C 1.250 -1.041 -0.133 -0.1661
N 0.437 -0.020 -0.386 -0.4183
C -0.962 -0.024 -0.749 -0.0598
C -1.894 -0.454 0.532 -0.4505
C -1.873 0.827 -0.193 -0.5169
H 2.556 0.254 1.143 0.2163
H 3.335 0.150 -0.414 0.2258
H 1.074 -1.603 0.777 0.1867
H 1.308 -1.732 -0.888 0.1840
H -1.254 -0.610 -1.663 0.2133
H -2.788 -1.319 0.786 0.2486
H -1.109 -0.572 1.537 0.1880
H -2.873 1.177 -0.639 0.2413
H -1.185 1.707 0.283 0.3099
```

## Properties
LUMO energy in eV: 0.9
Spin multiplicity: 1
Gap between HOMO and LUMO in Eh: 0.357



Model two:
DFT (the ωB97M-V functional and the def2-TZVPD basis) results for C6H9NO in the gas phase.

```
17
Properties=species:S:1:pos:R:3:nbo_charge:R:1
O 0.836 1.023 -2.180 -0.6765
C 0.726 0.838 -0.738 0.0109
C 1.003 -0.510 -0.254 -0.2576
C 0.968 -0.732 1.120 -0.4407
C -0.501 -0.547 1.350 -0.1029
C -1.590 0.426 1.437 -0.2683
N -1.381 -0.598 0.255 -0.3784
C -0.410 -0.214 -0.833 -0.0815
H 1.768 1.589 -2.088 0.4656
H 0.750 1.534 0.046 0.1893
H 1.580 -1.256 -0.989 0.2236
H 1.495 0.125 1.718 0.2162
H 1.466 -1.706 1.183 0.2475
H -0.560 -1.469 2.093 0.1857
H -2.574 0.540 1.957 0.2290
H -1.344 1.449 1.223 0.1828
H -0.781 -0.366 -1.974 0.2554
```

## Properties
LUMO energy in eV: 0.7
Spin multiplicity: 1
Gap between HOMO and LUMO in Eh: 0.338



Which structure is the most stable? The one labeled model one.